# 1
83
Properties=species:S:1:pos:R:3 method="wB97M-V/def2-TZVPD" homo_energy_ev=-10.89 total_charge=+1 total_energy_ha=-5608.73621 fmax_ev_per_a=2.09 e_above_lowest_kcal_mol=14.3
Pb -0.319 -0.108 -0.579
C 0.574 -3.516 -0.642
N -0.217 -2.614 -1.482
C -1.592 -3.128 -1.606
C -2.440 -2.801 -0.395
C -3.361 -3.708 0.106
C -4.154 -3.341 1.186
C -3.996 -2.082 1.741
C -3.044 -1.237 1.197
N -2.292 -1.589 0.152
C 0.417 -2.399 -2.785
C -0.233 -1.293 -3.594
C 0.174 -1.020 -4.882
C -0.495 -0.029 -5.595
C -1.585 0.596 -5.033
C -1.927 0.259 -3.726
N -1.234 -0.615 -3.009
C 1.656 -2.866 0.186
C 2.688 -3.656 0.682
C 3.636 -3.084 1.513
C 3.509 -1.742 1.842
C 2.447 -1.033 1.316
N 1.544 -1.578 0.498
H 1.020 -4.316 -1.247
H -0.106 -3.993 0.071
H -1.597 -4.212 -1.776
H -2.054 -2.652 -2.469
H -3.464 -4.687 -0.343
H -4.880 -4.036 1.587
H -4.592 -1.756 2.582
H -2.867 -0.246 1.606
H 0.406 -3.317 -3.390
H 1.465 -2.137 -2.607
H 1.007 -1.556 -5.317
H -0.173 0.239 -6.592
H -2.178 1.327 -5.564
H -3.148 0.516 -2.275
H 2.740 -4.706 0.425
H 4.453 -3.676 1.902
H 4.223 -1.260 2.496
H 2.295 0.007 1.569
O 1.623 3.053 -0.058
As -2.040 2.922 0.975
O -3.153 2.763 2.117
O -0.806 1.785 1.053
C -1.240 4.570 0.384
C -0.683 5.558 1.177
C 0.005 6.590 0.553
C 0.129 6.619 -0.831
C -0.435 5.623 -1.616
C -1.117 4.598 -0.991
S -1.802 3.174 -1.886
O -2.778 2.675 -0.723
O -0.662 2.221 -1.915
O -3.033 0.788 -3.196
H 0.893 2.590 0.490
H -0.788 5.514 2.253
H 0.448 7.378 1.146
H 0.678 7.422 -1.304
H -0.329 5.643 -2.694
C 5.143 0.079 -1.982
O 4.636 1.082 -1.095
C 3.337 1.316 -1.039
S 3.096 2.524 0.179
S 2.225 0.521 -1.989
H 6.215 0.067 -1.814
H 4.921 0.336 -3.017
H 4.698 -0.890 -1.754
C -0.604 1.723 4.470
C 0.588 1.062 3.794
O 0.286 -0.194 3.203
C 0.144 -1.241 4.145
C -0.432 -2.462 3.454
H -0.316 2.716 4.819
H -0.957 1.154 5.329
H -1.420 1.823 3.755
H 1.423 0.948 4.500
H 0.914 1.694 2.967
H -0.515 -0.943 4.966
H 1.127 -1.477 4.577
H -1.431 -2.244 3.082
H -0.489 -3.291 4.159
H 0.197 -2.747 2.610

---

# 2
18
Properties=species:S:1:pos:R:3 method="wB97M-V/def2-TZVPD" homo_energy_ev="-12.80 / -14.42" total_charge=+1 total_energy_ha=-285.29992 fmax_ev_per_a=3.51 multiplicity=3 s_squared=2.013 e_above_lowest_kcal_mol=43.5
C 0.879 -1.563 1.779
C 1.334 1.437 -2.237
C 0.276 -0.781 0.688
N -2.491 0.258 0.758
N 1.128 -0.348 -0.130
N 0.465 1.276 -1.154
H 0.307 -2.393 1.998
H 1.952 -1.922 1.663
H 0.623 -1.017 2.672
H 1.645 0.596 -2.770
H 0.835 2.029 -2.918
H 2.068 2.095 -1.820
H -0.789 -0.371 0.902
H -2.523 0.662 -0.156
H -3.066 0.873 1.305
H 2.108 -0.435 -0.297
H -0.416 0.908 -1.501
H -3.061 -0.602 0.667

---

# 3
106
Properties=species:S:1:pos:R:3 method="wB97M-V/def2-TZVPD" homo_energy_ev=-10.53 total_charge=+1 total_energy_ha=-5126.19961 fmax_ev_per_a=3.86
Ta -0.191 -0.852 0.517
O 2.344 -2.748 0.242
C 2.283 -1.757 -0.432
O 1.664 -0.596 0.017
C 2.796 -1.705 -1.824
C 3.954 -2.433 -2.090
C 4.458 -2.479 -3.374
C 3.789 -1.816 -4.399
C 2.629 -1.107 -4.135
C 2.107 -1.032 -2.844
P 0.528 -0.096 -2.564
C -0.649 -1.026 -3.610
C -0.443 -2.357 -3.973
C -1.422 -3.056 -4.672
C -2.619 -2.438 -5.007
C -2.841 -1.115 -4.633
C -1.868 -0.418 -3.930
C 0.891 1.434 -3.500
C 0.572 1.637 -4.839
C 0.932 2.826 -5.468
C 1.610 3.814 -4.768
C 1.925 3.619 -3.429
C 1.556 2.439 -2.798
H 4.446 -2.951 -1.275
H 5.365 -3.033 -3.582
H 4.175 -1.852 -5.411
H 2.121 -0.601 -4.949
H 0.483 -2.856 -3.716
H -1.242 -4.086 -4.963
H -3.381 -2.984 -5.553
H -3.775 -0.626 -4.893
H -2.055 0.611 -3.629
H 0.052 0.873 -5.403
H 0.682 2.976 -6.512
H 1.888 4.737 -5.263
H 2.455 4.387 -2.877
H 1.783 2.297 -1.750
C -4.464 -0.244 2.396
C -3.493 -1.312 2.768
N -2.269 -1.445 2.303
C -1.720 -2.510 2.991
C -2.618 -3.032 3.864
N -3.727 -2.257 3.712
C -2.639 -4.122 4.878
O -1.584 -4.917 4.938
O -3.605 -4.234 5.584
C -0.312 -2.814 2.778
O 0.261 -3.795 3.150
O 0.276 -1.811 2.079
H -4.353 0.014 1.343
H -4.269 0.654 2.985
H -5.492 -0.556 2.582
H -4.566 -2.400 4.258
H -0.891 -4.644 4.306
Cl -6.043 -3.625 -3.130
C -4.815 -2.756 -2.276
C -3.709 -3.439 -1.803
C -2.733 -2.720 -1.152
Cl -1.327 -3.521 -0.505
C -2.818 -1.345 -0.983
O -1.789 -0.692 -0.380
C -3.952 -0.692 -1.433
Cl -4.105 1.014 -1.189
C -4.953 -1.393 -2.081
H -3.612 -4.509 -1.943
H -5.832 -0.873 -2.439
C 4.139 0.052 2.359
Si 3.417 1.531 1.500
C 3.954 3.107 2.335
C 4.007 1.569 -0.260
Si 1.103 1.464 1.886
Si 0.774 0.843 4.122
C 1.617 2.189 5.106
C -1.034 0.842 4.563
C 1.576 -0.776 4.592
Si -0.299 3.084 0.997
C 0.638 4.692 1.036
C -0.902 2.809 -0.741
C -1.802 3.159 2.090
H 5.233 0.086 2.312
H 3.806 -0.884 1.895
H 3.847 0.017 3.414
H 4.990 3.337 2.056
H 3.909 3.025 3.427
H 3.329 3.958 2.035
H 5.078 1.335 -0.273
H 3.876 2.561 -0.707
H 3.503 0.836 -0.895
H 1.277 3.195 4.828
H 2.704 2.147 4.973
H 1.409 2.044 6.174
H -1.418 1.865 4.603
H -1.172 0.387 5.552
H -1.630 0.283 3.836
H 2.428 -0.573 5.246
H 1.940 -1.358 3.742
H 0.869 -1.405 5.145
H 1.439 4.687 0.286
H 1.091 4.877 2.017
H -0.030 5.533 0.809
H -0.182 3.156 -1.489
H -1.828 3.383 -0.859
H -1.137 1.762 -0.958
H -1.568 3.558 3.084
H -2.240 2.160 2.217
H -2.559 3.808 1.631

---

# 4
13
Properties=species:S:1:pos:R:3 method="wB97M-V/def2-TZVPD" homo_energy_ev=-8.68 smiles="C1=CCCC1" total_energy_ha=-195.20954 fmax_ev_per_a=3.63 e_above_lowest_kcal_mol=51.8
C 1.026 0.634 -0.560
C 0.339 -0.221 -1.383
C -0.766 -0.847 -0.610
C -0.634 -0.329 0.822
C 0.584 0.581 0.861
H 1.865 1.260 -0.893
H 0.233 0.756 -1.936
H -1.770 -0.702 -1.014
H -0.562 -1.914 -0.673
H -1.532 0.211 1.114
H -0.522 -1.151 1.525
H 0.360 1.566 1.277
H 1.379 0.156 1.471

---

# 5
33
Properties=species:S:1:pos:R:3 method="wB97M-V/def2-TZVPD" homo_energy_ev=-11.62 total_charge=+1 total_energy_ha=-2084.64857 fmax_ev_per_a=2.45
K 3.212 8.683 6.745
N 5.235 8.515 10.116
C 5.219 9.808 9.663
N 6.359 10.451 9.537
S 3.779 10.570 9.254
H 5.756 7.845 9.604
H 4.299 8.100 10.183
H 7.202 10.104 9.930
H 6.310 11.355 9.177
O 5.802 8.677 6.260
S 7.176 8.543 6.853
C 8.235 9.880 6.271
C 7.941 10.264 4.971
C 8.536 11.400 4.441
C 9.602 11.993 5.128
C 9.994 11.522 6.386
C 9.324 10.438 6.970
C 7.859 7.121 5.891
C 9.207 7.078 5.580
C 9.785 6.130 4.799
C 8.997 5.172 4.196
C 7.642 5.122 4.545
C 7.023 6.188 5.303
H 7.261 9.675 4.367
H 8.342 11.709 3.426
H 10.162 12.800 4.624
H 10.717 12.111 7.036
H 9.597 10.100 7.925
H 9.944 7.717 6.067
H 10.835 6.119 4.667
H 9.387 4.374 3.511
H 6.937 4.479 4.043
H 5.938 6.110 5.578

---

# 6
37
Properties=species:S:1:pos:R:3 method="wB97M-V/def2-TZVPD" homo_energy_ev=-7.80 smiles="COC(=O)c1c(NC(=O)CSc2n[nH]c(N)n2)sc(C)c1C" total_energy_ha=-1762.20497 fmax_ev_per_a=1.03 e_above_lowest_kcal_mol=0.0
C -0.315 -2.313 2.871
O 0.469 -1.354 2.177
C 0.987 -1.714 0.985
O 0.818 -2.818 0.509
C 1.709 -0.607 0.363
C 1.259 0.696 0.437
N 0.074 1.103 0.998
C -0.484 2.314 0.730
O 0.124 3.210 0.187
C -1.929 2.392 1.172
S -3.044 1.864 -0.191
C -2.647 0.190 -0.428
N -1.941 -0.572 0.383
N -1.915 -1.778 -0.261
C -2.592 -1.656 -1.427
N -2.693 -2.639 -2.348
N -3.083 -0.438 -1.543
S 2.249 1.791 -0.440
C 3.319 0.490 -0.890
C 4.530 0.765 -1.711
C 2.897 -0.718 -0.425
C 3.621 -2.002 -0.664
H -0.005 -3.324 2.599
H -1.370 -2.170 2.623
H -0.157 -2.140 3.934
H -0.537 0.353 1.326
H -2.127 1.771 2.044
H -2.214 3.426 1.354
H -1.274 -2.500 0.035
H -2.523 -3.585 -2.053
H -3.394 -2.496 -3.055
H 4.484 0.225 -2.657
H 5.429 0.444 -1.186
H 4.607 1.828 -1.920
H 3.933 -2.072 -1.704
H 2.978 -2.845 -0.430
H 4.514 -2.058 -0.041